Molecular formula: C11H15N
Method: DFT, the ωB97M-V functional and the def2-TZVPD basis

Summary:
LUMO energy: 0.9 eV
Energy relative to the best compared isomer or geometry (same formula, charge and spin): 82.99 kJ/mol
Net charge: 0
Calculated total energy: -482.88357 a.u.

Geometry as XYZ:
```
27
Properties=species:S:1:pos:R:3:mulliken_charge:R:1
C 2.82753 1.07106 2.22622 -1.343
C 1.43530 1.00670 1.60772 0.243
C 0.64622 2.05435 1.23040 -0.619
N -0.56602 1.55862 0.79055 -0.061
C -0.60444 0.18199 1.01219 0.191
C -1.73245 -0.63837 0.99097 -0.880
C -1.49136 -1.96951 1.22554 -0.290
C -0.15873 -2.46769 1.43820 -0.917
C 0.84186 -1.57291 1.68944 -0.144
C 0.65775 -0.19444 1.48027 0.827
H 3.39895 0.17332 1.99939 0.352
H 2.65375 1.26673 3.28617 0.275
H 3.40145 1.90247 1.82823 0.377
H 1.01951 3.04906 1.05969 0.389
H -1.18251 2.05774 0.19467 0.233
H -2.70837 -0.26380 0.71401 0.362
H -2.22115 -2.75595 1.09077 0.348
H 0.04297 -3.48885 1.73548 0.344
H 1.81612 -1.81849 2.09892 0.321
C -0.51995 0.74038 -3.55030 -0.602
C -1.50700 -0.43286 -3.40771 -0.792
H 0.30729 0.29442 -4.10087 0.261
H -0.94271 1.64808 -3.96509 0.276
H -0.18632 1.01538 -2.54433 0.086
H -2.56918 -0.18570 -3.48494 0.276
H -1.31204 -1.01167 -2.49850 0.181
H -1.34646 -1.22006 -4.14709 0.307
```